1.
Density functional theory data (the ωB97M-V functional and the def2-TZVPD basis) for a molecular structure, C51H42F2N12O11Rb.

Element x y z (Å)
Rb -0.008 2.676 -0.127
N -3.759 5.657 -1.447
C -2.744 4.873 -1.006
N -1.746 5.283 -0.300
C -1.694 6.626 0.073
N -0.696 7.129 0.694
N 0.245 6.251 1.148
C 1.371 6.227 0.578
C 2.452 5.356 1.120
C 3.780 5.729 0.970
C 4.763 4.936 1.532
C 4.392 3.792 2.214
C 3.042 3.484 2.290
N 2.087 4.244 1.762
C -2.828 7.509 -0.277
C -2.913 8.834 0.140
C -3.974 9.633 -0.245
C -4.972 9.105 -1.064
C -4.912 7.790 -1.480
C -3.842 6.989 -1.080
H -4.414 5.259 -2.098
H -2.798 3.841 -1.311
H 1.598 6.853 -0.289
H 4.031 6.630 0.422
H 5.808 5.201 1.426
H 5.131 3.129 2.644
H 2.704 2.577 2.782
H -2.119 9.219 0.768
H -4.027 10.662 0.084
H -5.805 9.724 -1.375
H -5.687 7.370 -2.112
F 1.470 -3.228 3.972
C 2.109 -2.853 2.831
C 1.899 -1.620 2.297
C 2.619 -1.231 1.169
C 2.381 0.122 0.642
O 1.502 0.804 1.135
C 3.263 0.545 -0.429
C 4.142 -0.340 -0.930
N 4.262 -1.662 -0.517
C 5.222 -2.523 -1.145
C 4.727 -3.729 -1.888
C 5.272 -2.549 -2.638
C 3.548 -2.096 0.582
C 3.710 -3.379 1.126
C 2.991 -3.758 2.243
N 3.177 -5.070 2.788
C 1.980 -5.772 3.209
C 2.286 -7.253 3.276
N 3.398 -7.430 4.289
C 4.631 -6.656 3.882
C 4.247 -5.194 3.757
C 3.114 1.948 -1.047
O 4.042 2.744 -0.836
O 2.047 2.076 -1.700
H 1.182 -0.923 2.726
H 4.814 -0.059 -1.729
H 6.167 -2.615 -0.618
H 3.655 -3.880 -1.911
H 5.318 -4.635 -1.839
H 4.563 -1.931 -3.173
H 6.245 -2.627 -3.101
H 4.370 -4.102 0.664
H 1.179 -5.609 2.492
H 1.614 -5.435 4.192
H 2.661 -7.620 2.323
H 1.435 -7.848 3.601
H 3.611 -8.413 4.444
H 3.062 -7.044 5.173
H 4.941 -7.049 2.917
H 5.404 -6.831 4.627
H 5.115 -4.628 3.427
H 3.956 -4.808 4.750
N -3.023 1.653 -0.841
C -3.823 0.834 -0.768
C -4.783 -0.243 -0.759
C -5.373 -0.620 -1.963
C -6.262 -1.682 -1.984
C -6.565 -2.351 -0.803
C -5.985 -1.958 0.398
C -5.087 -0.900 0.433
H -5.121 -0.085 -2.872
H -6.705 -1.992 -2.922
H -7.262 -3.180 -0.820
H -6.224 -2.475 1.318
H -4.635 -0.589 1.374
F -3.753 -0.954 -7.362
C -3.185 -0.962 -6.142
C -2.436 0.064 -5.733
N -1.786 0.088 -4.524
C -1.238 1.371 -4.048
C -2.294 2.488 -3.912
O -3.403 2.285 -4.455
O -1.874 3.487 -3.297
C -1.973 -0.935 -3.621
O -1.460 -0.968 -2.518
N -2.785 -1.964 -4.065
C -3.460 -2.082 -5.278
O -4.180 -3.036 -5.507
H -2.265 0.909 -6.382
H -0.488 1.707 -4.764
H -0.763 1.213 -3.086
H -2.942 -2.704 -3.397
O -3.507 -0.069 3.361
C -2.453 0.215 2.735
O -1.917 1.312 2.508
C -1.724 -1.020 2.192
C -1.649 -2.185 2.961
C -1.070 -3.332 2.461
C -0.568 -3.313 1.165
C -0.649 -2.183 0.365
C -1.235 -1.036 0.890
N 0.086 -4.514 0.642
O 0.777 -4.419 -0.355
O -0.050 -5.560 1.263
H -2.079 -2.171 3.955
H -1.004 -4.238 3.047
H -0.281 -2.204 -0.649
H -1.336 -0.134 0.287

Net charge: -1
Gap between HOMO and LUMO (eV): 4.75
ΔE to the lowest compared entry with this formula, charge and spin (kcal/mol): 28.8

Löwdin population analysis, charges in e, atoms 1 to 99: atom 1 (Rb): 0.823, atom 2 (N): 0.133, atom 3 (C): -0.167, atom 4 (N): 0.112, atom 5 (C): -0.296, atom 6 (N): 0.058, atom 7 (N): 0.038, atom 8 (C): -0.108, atom 9 (C): -0.270, atom 10 (C): -0.031, atom 11 (C): -0.078, atom 12 (C): -0.072, atom 13 (C): -0.136, atom 14 (N): 0.108, atom 15 (C): -0.083, atom 16 (C): -0.028, atom 17 (C): -0.097, atom 18 (C): -0.099, atom 19 (C): -0.026, atom 20 (C): -0.182, atom 21 (H): 0.157, atom 22 (H): 0.057, atom 23 (H): 0.123, atom 24 (H): 0.108, atom 25 (H): 0.102, atom 26 (H): 0.098, atom 27 (H): 0.106, atom 28 (H): 0.107, atom 29 (H): 0.093, atom 30 (H): 0.096, atom 31 (H): 0.110, atom 32 (F): 0.053, atom 33 (C): -0.205, atom 34 (C): 0.084, atom 35 (C): -0.035, atom 36 (C): -0.323, atom 37 (O): -0.058, atom 38 (C): -0.024, atom 39 (C): 0.040, atom 40 (N): -0.008, atom 41 (C): -0.285, atom 42 (C): -0.098, atom 43 (C): -0.089, atom 44 (C): -0.118, atom 45 (C): 0.068, atom 46 (C): -0.174, atom 47 (N): -0.084, atom 48 (C): -0.158, atom 49 (C): -0.073, atom 50 (N): 0.053, atom 51 (C): -0.092, atom 52 (C): -0.149, atom 53 (C): -0.697, atom 54 (O): 0.000, atom 55 (O): -0.168, atom 56 (H): 0.150, atom 57 (H): 0.145, atom 58 (H): 0.148, atom 59 (H): 0.113, atom 60 (H): 0.098, atom 61 (H): 0.112, atom 62 (H): 0.102, atom 63 (H): 0.116, atom 64 (H): 0.085, atom 65 (H): 0.132, atom 66 (H): 0.141, atom 67 (H): 0.138, atom 68 (H): 0.175, atom 69 (H): 0.174, atom 70 (H): 0.137, atom 71 (H): 0.131, atom 72 (H): 0.140, atom 73 (H): 0.139, atom 74 (N): 0.220, atom 75 (C): -0.112, atom 76 (C): -0.199, atom 77 (C): -0.030, atom 78 (C): -0.078, atom 79 (C): -0.089, atom 80 (C): -0.070, atom 81 (C): -0.002, atom 82 (H): 0.121, atom 83 (H): 0.105, atom 84 (H): 0.097, atom 85 (H): 0.104, atom 86 (H): 0.103, atom 87 (F): 0.066, atom 88 (C): -0.195, atom 89 (C): 0.036, atom 90 (N): 0.023, atom 91 (C): -0.033, atom 92 (C): -0.708, atom 93 (O): -0.043, atom 94 (O): -0.054, atom 95 (C): -0.459, atom 96 (O): 0.073, atom 97 (N): 0.215, atom 98 (C): -0.418, atom 99 (O): 0.062

2.
Density functional theory data (the ωB97M-V functional and the def2-TZVPD basis) for 2 unconnected molecules or ions with the total composition ClHO4.

Element x y z (Å)
O -2.656 0.494 1.291
O -2.126 -1.346 -0.199
O -2.885 0.665 -1.117
O -0.046 0.674 0.100
Cl -2.340 0.015 -0.013
H 0.178 1.260 -0.707

Net charge: 0
Gap between HOMO and LUMO (alpha / beta) (eV): 9.76 / 8.68
ΔE to the lowest compared entry with this formula, charge and spin (kcal/mol): 46.0

List of Löwdin charges in e, atom by atom: atom 1 (O): -0.258, atom 2 (O): -0.251, atom 3 (O): -0.260, atom 4 (O): -0.164, atom 5 (Cl): 0.877, atom 6 (H): 0.055

3.
Density functional theory data (the ωB97M-V functional and the def2-TZVPD basis) for 2 unconnected molecules or ions with the total composition C3H9N2O2.

Element x y z (Å)
C -1.104 0.209 -0.249
C -2.240 0.235 0.753
C 1.172 0.940 -0.429
N -0.896 -0.399 -1.333
N 0.061 0.918 0.236
O 1.686 -1.525 0.056
O 2.275 1.157 0.184
H -2.961 -0.560 0.532
H -2.522 1.199 0.922
H -1.797 -0.066 1.685
H 1.013 0.482 -1.391
H -1.699 -0.824 -1.705
H 2.442 -1.604 0.617
H 0.177 1.036 1.289
H 1.525 -2.074 -0.673
H 2.868 0.877 -0.494

Net charge: +1
Gap between HOMO and LUMO (eV): 10.86
ΔE to the lowest compared entry with this formula, charge and spin (kcal/mol): 56.0

List of Löwdin charges in e, atom by atom: atom 1 (C): -0.358, atom 2 (C): 0.032, atom 3 (C): -0.165, atom 4 (N): 0.191, atom 5 (N): 0.145, atom 6 (O): 0.005, atom 7 (O): 0.209, atom 8 (H): 0.111, atom 9 (H): 0.061, atom 10 (H): 0.089, atom 11 (H): 0.150, atom 12 (H): 0.073, atom 13 (H): 0.063, atom 14 (H): 0.216, atom 15 (H): 0.041, atom 16 (H): 0.136